DFT (ωB97M-V with the def2-TZVPD basis set) results for the molecule C4H9NO at a distorted geometry.

XYZ file:
```
15
Properties=species:S:1:pos:R:3
C 2.322 -0.446 0.016
C -0.083 -0.167 0.000
C -1.377 0.528 -0.468
C -2.543 0.190 0.324
H 3.395 -0.079 -0.452
H 2.112 -1.294 -0.813
H 2.653 -0.891 1.072
H 1.464 1.440 0.505
H 0.083 -1.154 -0.643
H -0.261 -0.634 1.117
H -1.223 1.647 -0.255
H -1.649 0.251 -1.571
H -2.627 0.618 1.530
N 1.225 0.560 -0.178
O -3.490 -0.569 -0.183
```

## Properties
2S+1: 1
Total energy: -7828.0908 eV
SMILES: CNCCC=O
HOMO level: -9.438 eV
LUMO level: 0.0235 Ha



DFT (ωB97M-V with the def2-TZVPD basis set) results for the molecule C3H3NO at a distorted geometry.

XYZ file:
```
8
Properties=species:S:1:pos:R:3
C 1.502 0.549 -0.146
C 0.438 -0.488 -0.120
C -0.983 0.013 0.041
N 2.264 1.375 0.111
O 0.725 -1.716 -0.010
H -1.538 0.352 -0.910
H -0.992 0.886 0.590
H -1.417 -0.970 0.444
```

## Properties
2S+1: 1
Total energy: -6695.6258 eV
SMILES: CC(=O)C#N
HOMO level: -11.345 eV
LUMO level: -0.0265 Ha



DFT (ωB97M-V with the def2-TZVPD basis set) results for a cluster of 2 separate species, C9H16N3O in total at a distorted geometry.

XYZ file:
```
29
Properties=species:S:1:pos:R:3
C -2.700 0.672 -1.777
C -1.992 0.726 -0.638
C -2.021 0.635 -3.035
C -0.114 1.142 -1.968
C -0.076 -2.858 1.799
C -0.488 1.002 1.765
C 2.317 0.617 1.405
C 1.774 -0.563 -0.611
C 0.163 0.895 0.461
N -0.730 0.994 -3.014
N -0.598 0.885 -0.718
N 1.397 0.256 0.363
O 1.187 1.272 -2.024
H -3.697 0.364 -1.766
H -2.473 0.778 0.381
H -2.431 0.384 -3.920
H 0.239 -2.269 2.695
H -1.088 -3.259 2.124
H 0.617 -3.676 1.472
H 0.264 0.931 2.461
H -1.176 1.908 1.902
H -1.071 -0.002 1.907
H 3.196 0.107 1.065
H 2.395 1.725 1.352
H 2.053 0.226 2.409
H 1.091 -0.995 -1.293
H 2.771 -0.832 -0.800
H -0.358 -2.283 0.890
H 1.547 1.219 -2.885
```

## Properties
2S+1: 1
Total energy: -16100.2658 eV
Total charge: +1
HOMO level (alpha / beta): -10.920 / -10.915 eV
LUMO level (alpha / beta): -0.1609 / -0.1610 Ha



DFT (ωB97M-V with the def2-TZVPD basis set) results for a structure of composition C25H33N2O5PtS2 at a distorted geometry.

XYZ file:
```
68
Properties=species:S:1:pos:R:3
Pt 0.377 0.411 0.302
C -4.344 0.459 -0.653
O -3.530 -0.207 -1.634
C -2.214 -0.147 -1.493
O -1.678 0.534 -0.610
N -1.627 -0.874 -2.456
N -0.253 -1.043 -2.508
H -5.345 0.463 -1.067
H -3.992 1.476 -0.494
H -4.320 -0.094 0.281
H -2.227 -1.301 -3.144
H 0.169 -0.453 -3.214
H -0.028 -2.014 -2.681
C -1.968 2.479 1.886
S -2.196 0.722 2.146
O -0.812 0.063 1.935
C -2.392 0.722 3.906
C -3.686 0.623 4.394
C -3.890 0.652 5.768
C -2.804 0.765 6.625
C -1.510 0.841 6.118
C -1.294 0.817 4.750
H -1.394 2.903 2.705
H -2.958 2.936 1.838
H -1.449 2.597 0.936
H -4.524 0.521 3.714
H -4.893 0.580 6.166
H -2.965 0.791 7.695
H -0.667 0.922 6.793
H -0.293 0.850 4.345
O 1.855 0.714 -1.279
S 2.585 -0.648 -1.186
C 2.821 -1.139 -2.885
C 2.733 -0.204 -3.907
C 2.882 -0.629 -5.220
C 3.111 -1.971 -5.498
C 3.200 -2.896 -4.465
C 3.050 -2.482 -3.148
C 4.292 -0.357 -0.787
C 4.986 -1.381 -0.163
C 6.310 -1.166 0.196
C 6.909 0.061 -0.066
C 6.196 1.073 -0.700
C 4.875 0.868 -1.065
H 2.553 0.838 -3.671
H 2.816 0.089 -6.028
H 3.216 -2.299 -6.524
H 3.377 -3.941 -4.683
H 3.121 -3.197 -2.334
H 4.498 -2.325 0.050
H 6.867 -1.947 0.696
H 7.934 0.232 0.236
H 6.671 2.024 -0.903
H 4.295 1.647 -1.546
C 3.921 1.151 2.263
C 2.443 0.837 2.409
C 2.212 -0.102 3.592
C 1.678 2.137 2.625
O 2.031 0.143 1.212
H 4.290 1.624 3.176
H 4.085 1.829 1.423
H 4.492 0.237 2.086
H 2.431 0.395 4.542
H 2.854 -0.980 3.502
H 1.174 -0.440 3.591
H 2.018 2.629 3.539
H 0.618 1.931 2.716
H 1.835 2.816 1.782
```

## Properties
2S+1: 1
Total energy: -64587.4627 eV
Total charge: +1
HOMO level: -10.730 eV
LUMO level: -0.0784 Ha



DFT (ωB97M-V with the def2-TZVPD basis set) results for a structure of composition C20H20BCoN10S2.

XYZ file:
```
54
Properties=species:S:1:pos:R:3
Co 0.091 0.300 -0.017
C 2.874 -0.253 -2.270
C 3.055 0.076 -0.827
C 4.227 0.240 -0.080
C 3.812 0.385 1.228
N 2.470 0.332 1.262
N 2.013 0.171 -0.004
B 1.541 0.042 2.493
N 0.768 -1.274 2.150
C 0.479 -2.377 2.852
C -0.400 -3.151 2.119
C -0.638 -2.431 0.947
C -1.514 -2.757 -0.217
N 0.072 -1.304 0.991
N 0.415 1.112 2.637
C -0.045 1.795 3.696
C -1.276 2.332 3.372
C -1.527 1.918 2.063
C -2.738 2.138 1.218
N -0.491 1.202 1.627
N 2.381 -0.095 3.722
C 3.226 -1.115 4.040
C 4.077 -0.664 5.010
C 3.701 0.684 5.226
C 4.296 1.666 6.182
N 2.698 1.021 4.436
H 3.722 0.085 -2.857
H 2.777 -1.333 -2.392
H 1.977 0.213 -2.683
H 5.238 0.230 -0.449
H 4.378 0.509 2.138
H 0.904 -2.537 3.829
H -0.814 -4.105 2.391
H -2.005 -3.714 -0.062
H -2.293 -2.004 -0.350
H -0.935 -2.824 -1.139
H 0.551 1.857 4.590
H -1.910 2.932 4.000
H -3.252 3.052 1.510
H -2.488 2.213 0.157
H -3.440 1.312 1.337
H 3.175 -2.069 3.542
H 4.855 -1.218 5.508
H 5.088 1.202 6.765
H 4.716 2.518 5.649
H 3.540 2.042 6.870
S 0.078 3.831 0.106
C 1.425 3.315 -0.768
S 0.137 2.277 -1.335
C 2.707 3.613 -0.976
C 3.462 3.028 -2.040
N 4.079 2.570 -2.892
C 3.319 4.606 -0.143
N 3.803 5.377 0.556
```

## Properties
2S+1: 2
Total energy: -95934.2534 eV
Total charge: +1
HOMO level (alpha / beta): -11.853 / -11.853 eV
<S²>: 0.797
LUMO level (alpha / beta): -0.1786 / -0.1806 Ha



DFT (ωB97M-V with the def2-TZVPD basis set) results for the molecule C3H7NO2S at a distorted geometry.

XYZ file:
```
14
Properties=species:S:1:pos:R:3
C 0.002 1.002 -0.090
C 0.534 0.044 -1.186
S 0.701 1.117 -2.671
N -0.002 0.376 1.210
C -0.749 -0.736 1.468
O -0.330 -1.334 2.622
O -1.658 -1.110 0.781
H 0.598 1.908 -0.131
H -1.004 1.261 -0.426
H -0.146 -0.756 -1.454
H 1.501 -0.366 -0.902
H 0.505 0.179 -3.631
H 0.664 0.689 1.887
H -0.617 -2.273 2.522
```

## Properties
2S+1: 1
Total energy: -19645.4368 eV
SMILES: O=C(O)NCCS
HOMO level: -9.222 eV
LUMO level: 0.0242 Ha



DFT (ωB97M-V with the def2-TZVPD basis set) results for a structure of composition C12H8FeN2O4 at a distorted geometry.

XYZ file:
```
27
Properties=species:S:1:pos:R:3
Fe 0.029 -0.028 -0.337
O -0.134 2.794 -1.042
C -0.040 1.675 -0.735
C 0.030 -1.744 -0.777
O 0.098 -2.860 -1.116
C 1.672 -0.057 -0.764
O 2.673 -0.072 -1.340
C -1.647 0.060 -0.685
O -2.672 0.082 -1.235
C -0.024 0.774 -5.272
H -0.923 1.266 -4.821
H 0.885 1.263 -4.836
C -0.023 -0.631 -5.296
H 0.867 -1.105 -4.819
H -0.916 -1.104 -4.821
N -0.058 0.000 6.520
C -0.012 0.015 5.342
C 0.004 -0.004 3.920
C -0.990 -0.881 3.311
C -0.900 -0.865 1.923
N 0.052 -0.078 1.440
C 0.953 0.774 1.905
C 1.005 0.846 3.296
H -1.736 -1.500 3.885
H -1.556 -1.452 1.276
H 1.603 1.349 1.239
H 1.758 1.487 3.837
```

## Properties
2S+1: 6
Total energy: -58086.5849 eV
Total charge: +3
HOMO level (alpha / beta): -18.652 / -20.010 eV
<S²>: 8.832
LUMO level (alpha / beta): -0.4629 / -0.5578 Ha



DFT (ωB97M-V with the def2-TZVPD basis set) results for a cluster of 9 separate species, BF4H16O8 in total at a distorted geometry.

XYZ file:
```
29
Properties=species:S:1:pos:R:3
B -0.267 0.433 -0.279
F -0.956 -0.721 -0.066
F -1.111 1.436 -0.621
F 0.427 0.763 0.925
F 0.459 0.198 -1.372
O -2.393 -3.242 1.387
H -3.185 -3.774 1.467
H -2.081 -3.407 0.497
O 2.652 0.521 2.690
H 1.884 0.344 2.146
H 3.334 0.772 2.068
O -0.457 -1.757 -2.968
H -0.222 -1.313 -2.154
H -0.390 -1.078 -3.640
O -1.014 2.145 -3.151
H -0.917 1.789 -2.268
H -0.482 1.569 -3.702
O -2.970 -0.543 1.918
H -2.933 -1.490 2.055
H -2.351 -0.379 1.207
O -0.023 -1.835 2.341
H -0.828 -2.340 2.223
H 0.086 -1.361 1.517
O 3.086 0.756 -0.514
H 2.176 0.472 -0.599
H 3.178 1.463 -1.152
O 1.516 3.825 -0.005
H 2.472 3.860 0.016
H 1.309 2.892 0.034
```

## Properties
2S+1: 1
Total energy: -28195.5683 eV
Total charge: -1
HOMO level: -7.466 eV
LUMO level: 0.0931 Ha



DFT (ωB97M-V with the def2-TZVPD basis set) results for a cluster of 2 separate species, C6H10O in total at a distorted geometry.

XYZ file:
```
17
Properties=species:S:1:pos:R:3
C 0.235 0.542 -0.631
C 0.882 1.265 -1.626
C -0.205 2.419 0.863
C -0.149 1.113 0.677
C -0.974 0.271 1.485
C -1.948 0.801 2.206
H 0.280 -0.520 -0.748
H 1.827 1.042 -2.154
H 0.276 2.082 -1.970
H -0.276 3.076 1.731
H -0.293 3.004 -0.022
H -0.597 -0.635 2.071
H -2.597 0.273 2.780
H -2.365 1.808 2.221
H 1.910 -6.302 -2.178
H 1.802 -4.845 -2.698
O 2.192 -5.393 -2.006
```

## Properties
2S+1: 1
Total energy: -8426.3685 eV
SMILES: C=CC(=C)C=C.O
HOMO level: -7.872 eV
LUMO level: -0.0038 Ha



DFT (ωB97M-V with the def2-TZVPD basis set) results for a structure of composition C28H24Cl3N2O3 at a distorted geometry.

XYZ file:
```
60
Properties=species:S:1:pos:R:3
C 3.447 -2.155 2.769
C 3.056 -0.771 2.308
C 2.331 0.002 3.393
C 4.253 0.004 1.788
O 2.188 -0.912 1.150
C 0.937 -1.434 1.474
C -0.086 -0.438 0.951
N -1.396 -0.933 1.270
C -2.395 -0.174 1.586
C -3.618 -0.959 1.879
C -4.881 -0.373 2.018
C -5.988 -1.181 2.287
C -5.836 -2.565 2.411
C -4.574 -3.157 2.261
C -3.464 -2.349 1.976
C -2.357 1.306 1.746
C -2.929 1.862 2.897
C -2.782 3.223 3.172
C -2.059 4.037 2.298
C -1.516 3.499 1.126
C -1.681 2.137 0.833
O 0.664 -2.531 1.885
H 4.015 -2.661 1.981
H 4.067 -2.084 3.667
H 2.546 -2.738 2.975
H 1.984 0.965 3.002
H 1.467 -0.573 3.748
H 3.010 0.184 4.229
H 3.954 0.971 1.370
H 4.966 0.189 2.596
H 4.773 -0.550 0.998
H 0.098 0.573 1.393
H -4.983 0.705 1.922
H -6.963 -0.724 2.403
H -6.697 -3.199 2.623
H -4.415 -4.230 2.358
H -2.464 -2.770 1.839
H -3.475 1.213 3.583
H -3.236 3.629 4.073
H -1.929 5.098 2.523
H -0.960 4.127 0.430
H -1.276 1.724 -0.097
Cl 0.269 -0.676 -0.703
C 0.238 0.743 -3.934
Cl -1.015 1.603 -3.166
C 1.637 1.169 -3.619
O 2.032 1.664 -2.570
C 2.517 0.773 -4.781
C 2.162 -0.372 -5.568
C 2.739 -0.477 -6.837
C 3.638 0.497 -7.239
C 3.949 1.568 -6.372
N 3.384 1.688 -5.173
C 1.059 -1.167 -5.128
Cl 0.669 -2.618 -5.905
C 0.223 -0.635 -4.145
H 2.403 -1.287 -7.479
H 4.110 0.448 -8.212
H 4.656 2.349 -6.664
H -0.468 -1.258 -3.604
```

## Properties
2S+1: 1
Total energy: -76115.2191 eV
Total charge: -1
HOMO level: -2.964 eV
LUMO level: 0.0747 Ha



DFT (ωB97M-V with the def2-TZVPD basis set) results for a structure of composition C15H17F5N2Os at a distorted geometry.

XYZ file:
```
40
Properties=species:S:1:pos:R:3
C 2.806 -0.952 -0.060
C 1.468 -1.026 2.360
H 2.624 -1.892 -0.583
H 3.471 -1.105 0.791
H 3.236 -0.194 -0.725
H 0.549 -1.020 2.955
H 1.796 -2.056 2.220
H 2.245 -0.427 2.841
C 0.972 0.388 -2.539
C 0.455 0.785 -3.765
C -0.814 1.361 -3.796
C -1.513 1.515 -2.606
H 1.946 -0.083 -2.457
H 1.033 0.636 -4.671
H -1.258 1.677 -4.735
H -2.507 1.945 -2.614
N 0.303 0.541 -1.389
C -0.932 1.094 -1.404
C -1.619 1.194 -0.102
N -0.972 0.660 0.962
C -1.546 0.706 2.170
C -3.470 1.831 1.306
C -2.793 1.277 2.390
H -0.978 0.258 2.978
H -3.218 1.283 3.388
C -2.875 1.790 0.051
H -3.386 2.220 -0.804
H -4.446 2.287 1.434
Os 0.974 -0.251 0.530
C 1.959 1.486 1.093
H 1.541 1.802 2.053
H 1.762 2.236 0.321
H 3.031 1.304 1.186
F 0.173 -2.196 -1.419
C -0.062 -2.096 -0.060
F -1.421 -1.854 -0.124
C 0.298 -3.455 0.565
F -0.399 -4.452 -0.093
F 1.646 -3.733 0.456
F -0.077 -3.482 1.895
```

## Properties
2S+1: 5
Total energy: -34844.6613 eV
Total charge: +2
HOMO level (alpha / beta): -16.370 / -16.368 eV
<S²>: 6.023
LUMO level (alpha / beta): -0.2773 / -0.4262 Ha



DFT (ωB97M-V with the def2-TZVPD basis set) results for a structure of composition C26H38CsN4O3Ta at a distorted geometry.

XYZ file:
```
73
Properties=species:S:1:pos:R:3
N 1.845 -0.088 -1.420
C 2.981 -0.326 -0.880
O 4.089 -0.488 -0.517
Cs 0.036 1.121 -4.652
Ta -0.133 -0.049 -1.205
N -0.622 -1.604 -2.360
N -0.380 1.573 -2.388
C 0.109 -2.924 -2.241
C 0.228 2.993 -2.310
C 1.186 -2.944 -3.323
C -0.850 -4.104 -2.430
C 0.732 -3.069 -0.865
C -0.447 3.893 -3.378
C -0.024 3.583 -0.923
C 1.734 2.885 -2.577
H 0.743 -2.859 -4.325
H 1.744 -3.890 -3.271
H 1.900 -2.119 -3.191
H -1.697 -4.036 -1.736
H -0.316 -5.039 -2.210
H -1.225 -4.191 -3.456
H 1.489 -2.307 -0.656
H 1.250 -4.039 -0.807
H -0.033 -3.069 -0.079
H 0.126 3.942 -4.323
H -0.463 4.924 -2.998
H -1.495 3.616 -3.581
H -1.099 3.693 -0.724
H 0.424 4.591 -0.876
H 0.425 2.977 -0.128
H 2.185 1.999 -2.109
H 2.225 3.770 -2.144
H 1.987 2.902 -3.654
C -1.852 1.517 -2.155
H -2.144 0.617 -1.520
H -2.212 2.410 -1.614
H -2.414 1.456 -3.111
C -1.659 -1.591 -3.427
H -2.366 -2.421 -3.274
H -2.276 -0.676 -3.408
H -1.214 -1.705 -4.438
C 3.246 0.451 2.702
C 2.271 -0.689 2.758
C 2.596 -1.914 2.182
C 1.701 -2.983 2.203
C 0.421 -2.790 2.699
C 0.061 -1.520 3.167
N -1.295 -1.294 3.398
C -1.969 -0.088 3.269
C -2.957 0.265 4.193
C -3.420 1.578 4.238
C -2.943 2.543 3.340
C -2.053 2.187 2.334
C -1.617 0.857 2.269
C -0.881 0.388 1.140
O 0.197 0.958 0.681
O -1.276 -0.644 0.454
C 1.026 -0.515 3.370
C 0.761 0.712 4.181
H 2.795 1.335 2.228
H 3.586 0.745 3.706
H 4.130 0.182 2.117
H 3.584 -2.028 1.732
H 2.004 -3.958 1.820
H -0.332 -3.582 2.687
H -1.848 -2.078 3.735
H -3.309 -0.490 4.901
H -4.155 1.857 4.993
H -3.284 3.577 3.409
H -1.683 2.886 1.582
H 0.529 1.576 3.543
H -0.057 0.576 4.897
H 1.657 0.976 4.758
```

## Properties
2S+1: 1
Total energy: -41769.0859 eV
Total charge: +2
HOMO level: -12.442 eV
LUMO level: -0.2597 Ha



DFT (ωB97M-V with the def2-TZVPD basis set) results for a structure of composition C17H17Cl2CrN4S3.

XYZ file:
```
44
Properties=species:S:1:pos:R:3
Cr 0.674 0.784 -0.391
Cl 0.148 0.199 2.141
C -0.821 -1.248 1.940
C -1.357 -1.764 3.109
C -2.165 -2.881 3.051
C -2.437 -3.468 1.826
C -1.890 -2.939 0.672
Cl -2.289 -3.704 -0.829
C -1.047 -1.811 0.681
S -0.402 -1.230 -0.853
H -1.141 -1.283 4.053
H -2.587 -3.291 3.959
H -3.075 -4.338 1.756
C -3.414 0.920 0.565
N -3.146 0.756 -0.848
C -3.936 -0.164 -1.669
C -3.177 -0.175 -3.008
N -2.235 0.928 -2.817
C -2.188 1.339 -1.551
S -1.052 2.479 -0.958
H -3.485 -0.061 1.036
H -4.351 1.458 0.722
H -2.607 1.484 1.022
H -4.954 0.215 -1.769
H -3.967 -1.148 -1.204
H -3.827 0.006 -3.860
H -2.640 -1.111 -3.157
H -1.545 1.213 -3.488
N 2.837 -1.946 -1.103
C 3.380 -0.798 -0.705
N 2.691 0.280 -0.397
C 3.532 1.328 -0.002
C 3.107 2.591 0.391
C 4.054 3.532 0.757
C 5.411 3.220 0.732
C 5.845 1.963 0.340
C 4.890 1.028 -0.024
S 5.109 -0.621 -0.561
H 1.826 -2.047 -1.102
H 3.412 -2.752 -1.274
H 2.049 2.852 0.414
H 3.736 4.518 1.066
H 6.137 3.968 1.020
H 6.900 1.721 0.319
```

## Properties
2S+1: 5
Total energy: -109834.9937 eV
Total charge: +1
HOMO level (alpha / beta): -10.878 / -11.189 eV
<S²>: 6.027
LUMO level (alpha / beta): -0.1210 / -0.0947 Ha



DFT (ωB97M-V with the def2-TZVPD basis set) results for a structure of composition C3H3NO6S3 at a distorted geometry.

XYZ file:
```
16
Properties=species:S:1:pos:R:3
C 2.851 -0.906 1.264
C -2.613 -0.077 1.154
C -0.297 -0.749 -1.126
N 0.300 1.954 -0.994
O 2.033 -1.765 1.138
O -2.983 -0.823 0.278
O 3.568 -0.291 1.960
O -2.849 0.194 2.321
O -2.017 1.386 -1.646
O -1.388 0.804 0.639
S 3.130 0.095 -0.703
S 1.712 1.743 -0.099
S -0.904 0.962 -0.814
H 0.609 -0.602 -0.420
H -1.162 -1.314 -0.792
H 0.009 -0.611 -2.160
```

## Properties
2S+1: 1
Total energy: -49440.6103 eV
Total charge: -2
HOMO level: -0.717 eV
LUMO level: 0.2062 Ha